Computed, not measured: C26H44Cl2O2P2Tl as an isolated structure in a non-equilibrium geometry, with ωB97M-V with the def2-TZVPD basis set.

Each line ends with the Mulliken charge.
Positions of all 77 atoms, in Å:
Tl (-0.02865, -2.64636, -1.27429)  0.717
C (2.77590, 2.64205, 2.11509)  0.771
C (1.63699, 2.27870, 2.87115)  0.892
C (2.86012, 0.37546, 2.46378)  0.887
C (3.55349, 1.47477, 1.90549)  0.973
C (1.67451, 0.87115, 3.06876)  0.189
C (3.08784, 3.98124, 1.57585)  -1.627
H (2.48470, 4.75631, 2.05825)  0.368
H (2.89710, 4.02913, 0.49166)  0.153
H (4.14807, 4.22097, 1.72426)  0.466
C (4.88573, 1.44550, 1.27917)  -0.985
H (4.86856, 1.92987, 0.29539)  -0.149
H (5.22511, 0.41761, 1.13735)  0.354
H (5.63139, 1.97982, 1.88709)  0.422
C (3.34984, -1.01481, 2.46759)  -1.903
H (4.14661, -1.15900, 3.21402)  0.344
H (3.77504, -1.26542, 1.48769)  0.466
H (2.54249, -1.71307, 2.70286)  0.378
C (0.65385, 0.09150, 3.79676)  -1.133
H (0.55074, 0.44519, 4.83465)  0.369
H (0.92182, -0.97167, 3.82049)  0.357
H (-0.33487, 0.18939, 3.32019)  0.118
C (0.57733, 3.16848, 3.39024)  -1.422
H (0.46806, 3.07184, 4.48045)  0.405
H (-0.39635, 2.91711, 2.94875)  -0.038
H (0.79614, 4.21643, 3.16379)  0.329
C (-0.03275, 2.38409, -0.55114)  0.223
C (-0.35400, 3.51984, 0.07970)  -0.763
C (-1.65288, 3.95039, 0.68688)  -0.949
C (-2.82990, 2.93521, 0.64226)  -0.840
C (-2.69209, 1.80518, 1.61311)  -0.852
C (-1.92116, 0.71810, 1.51522)  -0.703
C (-0.94124, 0.32044, 0.44886)  2.272
C (-0.88903, 1.20292, -0.81134)  -0.951
H (-1.96952, 4.90325, 0.22268)  0.509
H (-3.00965, 2.61682, -0.39294)  0.281
H (-1.47142, 4.21883, 1.74088)  0.284
H (-1.88759, 1.48579, -1.14999)  0.674
H (1.01061, 2.25421, -0.88473)  -0.047
H (0.40658, 4.31211, 0.09548)  0.496
H (-0.38493, 0.65129, -1.62271)  0.262
H (0.08255, 0.28392, 0.86115)  -0.493
H (-2.05462, -0.08113, 2.25569)  0.808
H (-1.16058, -0.73500, 0.17437)  -1.034
H (-3.72872, 3.49049, 0.95243)  0.462
H (-3.32242, 1.87852, 2.50885)  0.324
P (-2.00216, -2.34815, -2.91453)  0.408
P (-1.75535, -4.87953, -1.07975)  0.271
C (-3.15257, -3.72849, -3.30297)  -0.971
C (-2.77903, -5.04458, -2.61347)  -0.946
H (-3.14093, -3.85647, -4.39691)  0.481
H (-4.16652, -3.40686, -3.01396)  0.432
H (-3.68258, -5.60412, -2.32682)  0.548
H (-2.18881, -5.67395, -3.29585)  0.419
C (-1.77643, -6.66392, -0.64937)  -1.140
H (-1.40851, -6.80836, 0.37258)  0.386
H (-1.12924, -7.21604, -1.34074)  0.373
H (-2.80151, -7.05678, -0.72558)  0.354
C (-3.08164, -4.32631, 0.07129)  -1.097
H (-4.02383, -4.83458, -0.17920)  0.405
H (-3.23603, -3.24123, 0.04608)  0.235
H (-2.78641, -4.60570, 1.09175)  0.398
C (-1.13107, -1.96870, -4.45663)  -1.382
H (-0.49762, -1.07695, -4.31713)  0.400
H (-1.86060, -1.78638, -5.26185)  0.409
H (-0.48682, -2.82171, -4.72927)  0.399
C (-3.05979, -0.94098, -2.46104)  -0.679
H (-3.93337, -1.27729, -1.88057)  0.403
H (-3.39409, -0.39992, -3.36130)  0.446
H (-2.48357, -0.24899, -1.82626)  -0.256
Cl (2.70389, 3.46551, -2.79233)  -0.159
C (3.92240, 2.19275, -2.73382)  0.100
Cl (5.41414, 2.76001, -1.94526)  -0.201
C (3.34521, 0.83421, -2.06935)  0.265
O (4.28860, 0.03022, -1.91894)  -0.671
O (2.11794, 0.73316, -1.83148)  -0.649
H (4.21748, 1.95265, -3.76851)  0.354

Lowest unoccupied orbital energy (spin up / spin down) ... -0.1826 / -0.1805 Eh
Net charge ... +1
HOMO energy (spin up / spin down) ... -10.0 / -10.0 eV
Orbital gap (spin up / spin down) ... 4.9931 / 5.0497 eV

***

Computed, not measured: C4H6O7Pb as an isolated structure in a non-equilibrium geometry, with ωB97M-V with the def2-TZVPD basis set.

Each line ends with the natural charge from an NBO analysis.
Positions of all 18 atoms, in Å:
O (-0.75191, -3.99216, -0.33944)  -0.773
C (-1.04489, -2.85745, -0.80700)  0.983
O (-1.91472, -2.73149, -1.71220)  -0.794
O (-0.42807, -1.80590, -0.28726)  -0.477
O (0.95448, 0.70749, 0.25102)  -0.556
C (1.48246, 1.79730, 0.93994)  1.014
O (0.99812, 2.08769, 2.05292)  -0.828
O (2.86057, 1.60623, 0.93552)  -0.740
C (-0.43197, 0.48928, 0.41153)  -0.082
C (-0.91921, -0.50047, -0.61351)  -0.086
Pb (-2.22570, -5.00543, -1.74026)  0.710
H (3.25964, 2.26020, 1.52051)  0.470
H (-0.98231, 1.43150, 0.26552)  0.204
H (-0.64375, 0.12041, 1.42682)  0.182
H (-0.57445, -0.22569, -1.61970)  0.197
H (-2.01616, -0.51149, -0.60629)  0.181
O (1.17837, 3.17565, -0.32020)  -1.029
H (1.19950, 3.95431, 0.24209)  0.422

Lowest unoccupied orbital energy (spin up / spin down) ... 0.0622 / 0.0574 Eh
Net charge ... -1
HOMO energy (spin up / spin down) ... -4.3 / -4.3 eV
Orbital gap (spin up / spin down) ... 5.9524 / 5.8224 eV
⟨S²⟩ ... 0.753
Multiplicity ... 2

***

Computed, not measured: an isolated ion of composition C3H2NO3S and charge -1 in a non-equilibrium geometry, with ωB97M-V with the def2-TZVPD basis set.

Each line ends with the natural charge from an NBO analysis.
Positions of all 10 atoms, in Å:
C (1.32153, -1.14214, -1.10206)  -0.098
C (-0.93251, 1.88458, -0.70291)  0.321
C (0.17809, -0.31166, 0.96296)  0.367
N (1.29224, -0.61286, 0.10363)  -0.628
O (-0.97377, 1.90360, -1.86506)  -0.590
O (0.42303, -0.04824, 2.10272)  -0.612
O (-2.42265, 0.13722, 1.04285)  -1.012
S (-1.32304, -0.17968, 0.09209)  0.774
H (0.20325, -1.19802, -1.31720)  0.102
H (2.23383, -0.43280, 0.68299)  0.376

Lowest unoccupied orbital energy ... 0.1387 Eh
Net charge ... -1
HOMO energy ... -3.2 eV
Orbital gap ... 7.0061 eV

***

Computed, not measured: one molecule with the formula C2H6N4O in a non-equilibrium geometry, with ωB97M-V with the def2-TZVPD basis set.

Each line ends with the natural charge from an NBO analysis.
Positions of all 13 atoms, in Å:
N (-0.39433, 1.47855, -0.23409)  -0.361
C (0.22150, 0.39405, -0.84642)  0.362
N (0.49476, -1.59525, 1.22406)  -0.624
C (-0.67655, -0.78675, -0.55393)  -0.074
O (-0.94209, 1.43254, 1.05869)  -0.541
N (-0.46490, -1.71369, 0.28434)  -0.188
N (1.31548, 0.36073, -1.46178)  -0.665
H (-1.86838, 1.17001, 0.95343)  0.474
H (0.04533, 2.38974, -0.36219)  0.358
H (1.30725, -1.02445, 0.98946)  0.351
H (0.74318, -2.49179, 1.61723)  0.371
H (1.79489, 1.25845, -1.51773)  0.339
H (-1.57614, -0.87214, -1.15107)  0.198

Lowest unoccupied orbital energy ... 0.0307 Eh
HOMO energy ... -9.0 eV
Orbital gap ... 9.8816 eV
SMILES ... [H]/N=C(/C=N\N)NO

***

Computed, not measured: C18H20BrMnNO5 as an isolated structure in a non-equilibrium geometry, with ωB97M-V with the def2-TZVPD basis set.

Each line ends with the natural charge from an NBO analysis.
Positions of all 46 atoms, in Å:
Mn (-0.93736, 0.58702, -0.15081)  1.402
C (-0.50978, 0.80691, 3.96631)  -0.707
C (-0.04910, 0.70675, 2.55578)  0.668
O (-0.98312, 0.59132, 1.69551)  -0.563
C (1.32393, 0.72984, 2.19117)  -0.299
C (2.32646, 0.86482, 3.17768)  -0.081
C (3.64958, 0.89506, 2.83262)  -0.221
C (4.00664, 0.79005, 1.48435)  -0.084
C (3.05014, 0.64745, 0.49687)  -0.214
C (1.70982, 0.61390, 0.84004)  0.357
O (0.83533, 0.46317, -0.17814)  -0.566
H (-1.59411, 0.78590, 4.01113)  0.265
H (-0.14750, 1.73944, 4.40270)  0.280
H (-0.10051, -0.01716, 4.55329)  0.273
H (2.04668, 0.95065, 4.21817)  0.239
H (4.40959, 1.00804, 3.59220)  0.256
H (5.05060, 0.82641, 1.20068)  0.251
H (3.31948, 0.57393, -0.54813)  0.243
C (-1.65568, 2.85494, -3.15367)  -0.636
C (-0.47637, 2.13602, -2.53752)  0.176
C (0.71554, 2.02052, -3.44912)  -0.653
O (-0.92674, 0.74843, -2.12140)  -0.709
C (-0.10286, 2.77874, -1.19475)  0.747
O (0.83323, 3.49041, -1.06615)  -0.465
O (-0.97628, 2.38560, -0.22397)  -0.612
H (-1.95934, 2.36572, -4.07981)  0.239
H (-1.36456, 3.87834, -3.39101)  0.262
H (-2.50607, 2.88423, -2.47355)  0.230
H (0.44150, 1.53753, -4.38968)  0.233
H (1.53055, 1.47418, -2.97399)  0.231
H (1.07470, 3.02208, -3.67717)  0.279
H (-0.63619, 0.10655, -2.78646)  0.537
C (-0.20629, -4.92058, -0.23304)  -0.648
C (-1.07120, -3.69385, -0.20507)  0.006
C (-2.46568, -3.76209, -0.18127)  -0.085
C (-3.24755, -2.61304, -0.16731)  -0.223
C (-2.57652, -1.41944, -0.17657)  0.150
Br (-3.45015, 0.28150, -0.19784)  0.338
N (-1.24806, -1.32067, -0.18952)  -0.507
C (-0.49844, -2.43154, -0.20452)  0.084
H (-0.80741, -5.82619, -0.22623)  0.250
H (0.45990, -4.94506, 0.63006)  0.251
H (0.41868, -4.93203, -1.12674)  0.252
H (-2.95219, -4.72995, -0.17748)  0.261
H (-4.32795, -2.64740, -0.15308)  0.275
H (0.57470, -2.28644, -0.21459)  0.238

Lowest unoccupied orbital energy (spin up / spin down) ... -0.3291 / -0.3158 Eh
Net charge ... +2
HOMO energy (spin up / spin down) ... -15.4 / -15.4 eV
Orbital gap (spin up / spin down) ... 6.3988 / 6.8142 eV
⟨S²⟩ ... 3.841
Multiplicity ... 4

***

Computed, not measured: one molecule with the formula C4H6N2O in a non-equilibrium geometry, with ωB97M-V with the def2-TZVPD basis set.

Each line ends with the natural charge from an NBO analysis.
Positions of all 13 atoms, in Å:
N (1.42845, 1.26561, 0.43762)  -0.771
C (0.54357, 0.26046, 0.25346)  0.268
C (0.11259, -0.06195, -1.08578)  0.002
O (-0.85540, 1.04674, -1.27034)  -0.736
N (-0.68399, -1.22769, -0.86524)  -0.528
C (-0.84382, -1.44700, 0.44276)  0.103
C (-0.15014, -0.50037, 1.19276)  -0.434
H (1.91071, 1.61702, -0.37590)  0.398
H (1.41113, 1.84009, 1.26129)  0.391
H (-0.35042, 1.80954, -1.55487)  0.465
H (-0.97639, -1.86625, -1.58958)  0.411
H (-1.39672, -2.30258, 0.81423)  0.208
H (-0.19635, -0.36095, 2.26216)  0.224

Lowest unoccupied orbital energy ... 0.0293 Eh
HOMO energy ... -7.1 eV
Orbital gap ... 7.8921 eV
SMILES ... Nc1cc[nH]c1O

***

Which formula does entry 2 have?
C4H6O7Pb

***

Repeat the fifth record exactly.
Computed, not measured: C18H20BrMnNO5 as an isolated structure in a non-equilibrium geometry, with ωB97M-V with the def2-TZVPD basis set.

Each line ends with the natural charge from an NBO analysis.
Positions of all 46 atoms, in Å:
Mn (-0.93736, 0.58702, -0.15081)  1.402
C (-0.50978, 0.80691, 3.96631)  -0.707
C (-0.04910, 0.70675, 2.55578)  0.668
O (-0.98312, 0.59132, 1.69551)  -0.563
C (1.32393, 0.72984, 2.19117)  -0.299
C (2.32646, 0.86482, 3.17768)  -0.081
C (3.64958, 0.89506, 2.83262)  -0.221
C (4.00664, 0.79005, 1.48435)  -0.084
C (3.05014, 0.64745, 0.49687)  -0.214
C (1.70982, 0.61390, 0.84004)  0.357
O (0.83533, 0.46317, -0.17814)  -0.566
H (-1.59411, 0.78590, 4.01113)  0.265
H (-0.14750, 1.73944, 4.40270)  0.280
H (-0.10051, -0.01716, 4.55329)  0.273
H (2.04668, 0.95065, 4.21817)  0.239
H (4.40959, 1.00804, 3.59220)  0.256
H (5.05060, 0.82641, 1.20068)  0.251
H (3.31948, 0.57393, -0.54813)  0.243
C (-1.65568, 2.85494, -3.15367)  -0.636
C (-0.47637, 2.13602, -2.53752)  0.176
C (0.71554, 2.02052, -3.44912)  -0.653
O (-0.92674, 0.74843, -2.12140)  -0.709
C (-0.10286, 2.77874, -1.19475)  0.747
O (0.83323, 3.49041, -1.06615)  -0.465
O (-0.97628, 2.38560, -0.22397)  -0.612
H (-1.95934, 2.36572, -4.07981)  0.239
H (-1.36456, 3.87834, -3.39101)  0.262
H (-2.50607, 2.88423, -2.47355)  0.230
H (0.44150, 1.53753, -4.38968)  0.233
H (1.53055, 1.47418, -2.97399)  0.231
H (1.07470, 3.02208, -3.67717)  0.279
H (-0.63619, 0.10655, -2.78646)  0.537
C (-0.20629, -4.92058, -0.23304)  -0.648
C (-1.07120, -3.69385, -0.20507)  0.006
C (-2.46568, -3.76209, -0.18127)  -0.085
C (-3.24755, -2.61304, -0.16731)  -0.223
C (-2.57652, -1.41944, -0.17657)  0.150
Br (-3.45015, 0.28150, -0.19784)  0.338
N (-1.24806, -1.32067, -0.18952)  -0.507
C (-0.49844, -2.43154, -0.20452)  0.084
H (-0.80741, -5.82619, -0.22623)  0.250
H (0.45990, -4.94506, 0.63006)  0.251
H (0.41868, -4.93203, -1.12674)  0.252
H (-2.95219, -4.72995, -0.17748)  0.261
H (-4.32795, -2.64740, -0.15308)  0.275
H (0.57470, -2.28644, -0.21459)  0.238

Lowest unoccupied orbital energy (spin up / spin down) ... -0.3291 / -0.3158 Eh
Net charge ... +2
HOMO energy (spin up / spin down) ... -15.4 / -15.4 eV
Orbital gap (spin up / spin down) ... 6.3988 / 6.8142 eV
⟨S²⟩ ... 3.841
Multiplicity ... 4